(1)
Below is a molecular structure, C21H33BeCl2N4O3 at a distorted geometry, with properties calculated with ωB97M-V with the def2-TZVPD basis set.

Output
E_HOMO (alpha / beta): 0.5 / 0.4 eV
Net charge: -1
Energy above the lowest of the compared OMol25 structures with the same formula, charge and spin: 0.9840 eV

Positions of all 64 atoms, in Å:
O  1.35885  1.18970  -1.31712
C  0.97834  1.11547  -2.51633
C  1.50533  2.05747  -3.47171
C  2.10490  3.26227  -3.01764
H  2.08643  3.49556  -1.95156
C  2.71098  4.11312  -3.93250
H  3.15424  5.04822  -3.58161
C  2.74538  3.78232  -5.29825
H  3.21146  4.46868  -6.00811
C  2.14815  2.58960  -5.74776
H  2.17319  2.34767  -6.81182
C  1.51918  1.73716  -4.84702
H  1.03996  0.80800  -5.16112
H  0.34841  0.27576  -2.86212
C  -2.54063  1.09043  -2.98596
C  -2.57061  -0.40715  -3.23174
H  -3.56260  1.48517  -2.92547
H  -2.00093  1.62564  -3.76819
H  -2.06300  1.28263  -2.01573
C  -3.17698  -1.26298  -2.38085
C  -3.90683  -0.82981  -1.14766
H  -3.16856  -2.33734  -2.56432
H  -4.78273  -0.20154  -1.37856
H  -3.26905  -0.27864  -0.43311
H  -4.28161  -1.71641  -0.62246
Be  1.01846  0.61553  0.10251
Cl  -0.60460  1.61387  0.76798
Cl  -1.60373  -0.97162  -4.51425
C  -2.04598  -0.43848  3.40525
O  -1.25971  -1.38977  3.31472
N  -2.89556  -0.26483  4.44101
C  -2.91937  -1.21236  5.54084
C  -3.80172  0.86809  4.54473
H  -2.09121  0.36203  2.63346
H  -2.18055  -1.99253  5.35808
H  -3.91934  -1.65147  5.63061
H  -2.70599  -0.69373  6.48262
H  -3.65876  1.51775  3.67468
H  -3.60756  1.43043  5.46893
H  -4.84390  0.52267  4.58145
H  -0.01681  -4.20401  1.72498
H  1.70245  -5.04033  0.50954
C  -0.28507  -3.37092  1.06432
C  1.52812  -4.36294  -0.33193
N  0.84015  -3.17664  0.14936
H  -0.50140  -2.47445  1.66048
C  1.16361  -1.98137  -0.32722
O  0.54298  -0.93671  0.01735
H  2.47846  -4.06895  -0.78725
H  2.00699  -1.95525  -1.03850
H  -1.18403  -3.65443  0.49530
H  0.92900  -4.88968  -1.08772
C  1.47452  0.64804  3.32136
C  2.57188  0.64859  2.34043
N  2.45072  0.63540  1.01507
C  3.73547  0.55251  0.47606
C  4.63383  0.51403  1.50371
N  3.87998  0.59419  2.66656
H  0.97324  -0.33062  3.31452
H  1.87220  0.85922  4.32299
H  0.72654  1.39763  3.03026
H  3.90145  0.52043  -0.58806
H  5.69927  0.40186  1.47710
H  4.23470  0.61784  3.61739

---

(2)
Below is 2 unconnected molecules or ions with the total composition C9H10O3S at a distorted geometry, with properties calculated with ωB97M-V with the def2-TZVPD basis set.

Output
E_HOMO (alpha / beta): -9.3 / -9.3 eV
Net charge: 0
Energy above the lowest of the compared OMol25 structures with the same formula, charge and spin: 2.7254 eV

Positions of all 23 atoms, in Å:
C  2.56168  1.34099  -0.15285
C  2.61518  -0.04067  0.16259
C  1.37503  2.02167  -0.24979
C  1.39680  -0.69490  0.36359
C  0.21940  1.28700  -0.14902
C  0.17485  -0.10394  0.19247
C  -1.15448  1.94049  -0.46852
C  -1.08390  -0.67779  0.32908
C  -1.43289  -1.93142  1.06475
O  -3.43760  0.62591  -0.71140
O  -2.58255  1.04824  1.60024
O  -1.29749  -1.07139  -1.69042
S  -2.29633  0.75887  0.19492
H  3.54395  1.86754  -0.26955
H  3.48351  -0.52940  0.38574
H  1.43172  3.08619  -0.44416
H  1.41794  -1.66945  0.60812
H  -1.16913  2.85419  0.06837
H  -1.31803  2.04938  -1.48934
H  -0.78310  -2.74489  0.77927
H  -2.35053  -2.22806  0.81003
H  -1.23612  -1.54045  2.05839
H  -1.33886  -2.07047  -1.63168

---

(3)
Below is 4 unconnected molecules or ions with the total composition C18H30INO12P at a distorted geometry, with properties calculated with ωB97M-V with the def2-TZVPD basis set.

Output
E_HOMO: -2.2 eV
Net charge: -1

Positions of all 63 atoms, in Å:
C  2.81735  -0.96514  3.32561
C  2.22004  -2.38549  3.72410
I  3.61651  -3.89565  2.90005
C  0.72910  -2.63848  3.12283
C  0.66915  -2.45489  1.52776
C  -0.40081  -1.34959  1.06493
C  -0.40008  0.00225  1.92911
C  -1.91453  0.31052  2.35696
C  -2.27030  -0.03620  3.87330
O  -3.74420  -0.20842  3.92830
C  -4.03547  -1.57312  3.66748
O  -4.74942  -1.97736  2.73911
P  -0.07286  -4.09202  0.88039
N  -1.69354  -4.37159  1.59430
O  0.85411  -5.43266  1.43088
H  2.44037  -0.15023  4.05484
H  2.48509  -0.60243  2.28688
H  3.94982  -0.90057  3.34546
H  2.20754  -2.41785  4.87539
H  0.51374  -3.75024  3.35623
H  -0.05296  -2.03746  3.70555
H  -0.12379  -1.06608  -0.01806
H  -1.44659  -1.83725  0.97859
H  0.35293  0.02930  2.77774
H  -0.09629  0.85068  1.21167
H  -2.07432  1.44064  2.22227
H  -2.68225  -0.19089  1.66822
H  -1.83373  -1.01284  4.25768
H  -2.02377  0.84748  4.55784
H  -3.61984  -2.37102  4.38305
H  -1.67377  -3.98283  2.55700
H  -2.40149  -3.81745  1.09259
H  0.20519  -6.15384  1.61247
C  -1.38406  0.38301  -2.97215
C  -0.03453  0.53540  -3.60443
O  0.56121  1.57502  -2.83762
C  -0.06205  1.58633  -1.62673
O  0.30591  2.22497  -0.68397
O  -1.15411  0.77911  -1.62597
H  -1.75264  -0.64223  -3.01711
H  -2.12996  1.04772  -3.41321
H  0.57600  -0.36731  -3.51145
H  -0.09658  0.81434  -4.65731
C  5.90484  2.17776  -0.11168
C  4.49541  2.46415  0.31618
O  3.95252  1.16863  0.51755
C  4.99450  0.32832  0.76565
O  4.87478  -0.79668  1.14031
O  6.19015  0.94307  0.53035
H  6.60403  2.95210  0.20804
H  5.99454  2.04264  -1.19375
H  4.44835  3.01799  1.25864
H  3.93076  3.00781  -0.44259
C  -2.43229  3.74550  -6.61080
C  -3.83570  4.03292  -6.16726
O  -4.38601  2.73483  -5.98621
C  -3.34679  1.88589  -5.76209
O  -3.46637  0.75155  -5.40627
O  -2.15230  2.49604  -5.99381
H  -1.72563  4.50827  -6.28158
H  -2.35088  3.63026  -7.69548
H  -3.87232  4.56865  -5.21438
H  -4.40175  4.59470  -6.91136

---

(4)
Below is a molecular structure, C32H34BiFN6O6S5, with properties calculated with ωB97M-V with the def2-TZVPD basis set.

Output
E_HOMO: -7.2 eV
Net charge: 0
Energy above the lowest of the compared OMol25 structures with the same formula, charge and spin: 0.0091 eV

Positions of all 85 atoms, in Å:
Bi  0.79458  -0.04283  0.44169
C  -2.61822  -1.38397  0.23141
C  -3.32245  -0.17977  0.85481
C  -2.90617  1.21294  0.44328
C  -3.89724  2.14735  0.16103
C  -3.54999  3.46200  -0.10631
C  -2.21435  3.81614  -0.06264
C  -1.28502  2.82567  0.21001
N  -1.61025  1.54920  0.43158
N  -1.38457  -1.86973  0.87451
C  -1.54949  -2.13869  2.29994
C  -1.39515  -0.93826  3.19834
C  -2.00261  -0.94405  4.44962
C  -1.82279  0.13668  5.29184
C  -1.06127  1.20681  4.84833
C  -0.50062  1.13406  3.58737
N  -0.64653  0.07913  2.78163
C  -0.99570  -3.12509  0.21986
C  -0.63077  -2.94665  -1.22982
C  -1.26317  -3.64333  -2.24788
C  -0.83967  -3.45017  -3.55320
C  0.20263  -2.57265  -3.79786
C  0.77381  -1.91457  -2.72071
N  0.36671  -2.09570  -1.46761
H  -2.39435  -1.16360  -0.81208
H  -3.34486  -2.21436  0.23718
H  -3.29283  -0.23292  1.94605
H  -4.37812  -0.27902  0.59574
H  -4.93601  1.84250  0.15290
H  -4.31397  4.19124  -0.34588
H  -1.87987  4.82417  -0.26144
H  -0.22859  3.06371  0.22629
H  -0.77291  -2.84730  2.59521
H  -2.52055  -2.61673  2.50220
H  -2.60474  -1.79234  4.74892
H  -2.27415  0.14811  6.27537
H  -0.89527  2.08005  5.46297
H  0.10498  1.94422  3.19855
H  -1.79906  -3.87272  0.30672
H  -0.11804  -3.51388  0.74175
H  -2.07734  -4.31759  -2.01784
H  -1.32159  -3.97444  -4.36798
H  0.56203  -2.38926  -4.80090
H  1.58445  -1.20507  -2.84830
O  3.34767  0.15566  6.94321
C  3.06297  0.08655  5.77924
S  2.66018  -1.42414  4.94394
C  2.38133  -0.72934  3.35666
C  2.53638  0.60116  3.23890
S  2.31642  1.58084  1.79624
S  3.00194  1.48002  4.68625
S  1.92029  -1.86594  2.10240
C  5.94993  -1.76278  1.32943
C  4.96048  -0.75727  0.76132
S  3.89205  -1.54708  -0.45294
O  2.82470  -0.52452  -0.81766
C  4.96684  -1.50185  -1.90739
C  5.25342  -0.10331  -2.42720
H  6.55518  -1.28284  2.09745
H  6.62905  -2.15331  0.57026
H  5.42338  -2.59990  1.78885
H  5.42888  0.11344  0.30525
H  4.26873  -0.40465  1.52544
H  4.42696  -2.09556  -2.64705
H  5.86852  -2.05639  -1.64009
H  4.32809  0.46275  -2.52755
H  5.73340  -0.16988  -3.40363
H  5.92009  0.45037  -1.76813
F  -3.52103  4.96513  -3.92138
C  -3.24304  3.68758  -3.63257
C  -1.98138  3.25105  -3.57380
N  -1.67442  1.94413  -3.25878
C  -0.27745  1.51603  -3.15325
C  0.51471  2.33624  -2.11374
O  0.46644  3.56057  -2.20146
O  1.16976  1.65968  -1.25777
C  -2.65993  1.01617  -3.02035
O  -2.44791  -0.15727  -2.76024
N  -3.94509  1.50475  -3.11481
C  -4.36567  2.81304  -3.34945
O  -5.53634  3.11702  -3.30605
H  -1.13341  3.90473  -3.71615
H  0.21002  1.62780  -4.12509
H  -0.29919  0.46718  -2.88697
H  -4.67385  0.83485  -2.91597

---

(5)
Below is a molecular structure, C15H16Br42FGaNS, with properties calculated with ωB97M-V with the def2-TZVPD basis set.

Output
E_HOMO: -5.5 eV
Net charge: -1

Positions of all 77 atoms, in Å:
F  -0.80822  2.74497  0.00198
Ga  0.78411  3.59731  0.18256
N  0.50504  5.35769  1.13349
C  1.30407  5.67259  1.94621
S  2.38024  6.01379  3.08774
H  1.46130  3.90641  -1.21579
H  1.71223  2.74755  1.12047
C  0.75626  3.23365  -5.24362
Br  -0.74025  3.72813  -4.14920
Br  2.34620  2.95962  -4.21333
Br  0.33869  1.69782  -6.33426
H  0.94311  4.05561  -5.91949
C  2.87674  -0.76005  2.27843
Br  3.46449  0.56413  3.54492
Br  2.31763  -2.37777  3.17385
Br  1.53084  -0.06300  1.11582
H  3.73079  -1.02104  1.67199
C  -1.87796  7.38506  -2.89921
Br  -0.01630  7.49496  -3.38315
Br  -2.95421  6.93531  -4.43176
Br  -2.16680  6.11709  -1.49551
H  -2.16938  8.36232  -2.54495
C  -2.99794  4.29951  -7.47236
Br  -4.53720  5.38961  -7.07363
Br  -3.26046  3.28133  -9.08271
Br  -1.38449  5.33595  -7.54742
H  -2.88773  3.59396  -6.66018
C  6.19888  1.45846  -5.03629
Br  5.69671  -0.38684  -5.25833
Br  5.60915  2.53281  -6.51937
Br  5.58265  2.15058  -3.35716
H  7.27746  1.50030  -5.02508
C  -4.35385  3.75658  1.57140
Br  -5.78909  4.79147  2.35383
Br  -4.81764  3.15351  -0.19476
Br  -2.69872  4.70466  1.58715
H  -4.23244  2.87734  2.18637
C  -9.46283  4.27771  4.97081
Br  -8.35136  3.78664  6.45992
Br  -8.87240  5.91908  4.16954
Br  -9.58242  2.86275  3.67689
H  -10.45733  4.44809  5.35430
C  6.51715  -4.28416  -6.28985
Br  5.02371  -3.78343  -5.19245
Br  8.09245  -4.60522  -5.23662
Br  6.10030  -5.78769  -7.41229
H  6.73148  -3.44678  -6.93785
C  3.06690  -5.00823  6.62016
Br  4.23453  -6.35363  7.34313
Br  3.88972  -3.27687  6.62099
Br  2.42066  -5.51162  4.87870
H  2.20805  -4.95857  7.27261
C  -5.39974  8.41499  3.41728
Br  -3.57111  8.39628  2.85131
Br  -5.59338  7.77212  5.21949
Br  -6.20373  10.15330  3.20218
H  -5.93882  7.73259  2.77559
C  1.28556  -8.38482  9.29043
Br  2.94043  -8.50122  10.25992
Br  0.66856  -6.56822  9.15634
Br  1.39857  -9.22336  7.56761
H  0.54348  -8.92525  9.86047
C  -2.17275  -1.54862  -7.62850
Br  -2.73355  -0.32044  -6.26878
Br  -3.27102  -1.41844  -9.20390
Br  -0.30665  -1.34733  -8.05554
H  -2.30024  -2.54509  -7.23336
C  5.41726  -10.20214  -7.03177
Br  5.94330  -9.80640  -5.22778
Br  3.59496  -9.69351  -7.36590
Br  6.61348  -9.39720  -8.30289
H  5.48297  -11.27179  -7.16146
C  -1.51738  -8.86879  12.41556
Br  -0.40627  -10.30202  13.05160
Br  -0.61131  -7.18002  12.51757
Br  -2.16436  -9.21847  10.63629
H  -2.38080  -8.81561  13.06160

---

(6)
Below is a molecular structure, H12N4O18Zn3 at a distorted geometry, with properties calculated with ωB97M-V with the def2-TZVPD basis set.

Output
E_HOMO: -13.8 eV
Net charge: +2
Energy above the lowest of the compared OMol25 structures with the same formula, charge and spin: 19.9290 eV

Positions of all 37 atoms, in Å:
Zn  3.19188  -0.13583  -3.54822
Zn  -3.66555  -3.70319  -1.24639
Zn  -0.14091  2.34951  3.07385
N  3.24691  4.82663  0.69770
O  2.99072  5.07310  -0.49140
O  2.42151  4.31650  1.46572
O  4.37202  5.06561  1.20853
N  5.72895  0.67714  0.33892
O  5.15300  0.49237  -0.70653
O  6.92053  0.91812  0.46263
O  5.09531  0.40936  1.36335
N  -0.33850  -0.63591  -0.43483
O  -1.16039  -1.53398  -0.36235
O  0.48338  -0.62186  -1.38086
O  -0.26494  0.29258  0.36920
N  -6.24689  -2.27510  2.30941
O  -6.98272  -1.31121  2.38864
O  -5.72230  -2.50871  1.19651
O  -5.87486  -2.86584  3.29771
O  2.21767  2.70389  -3.78754
H  1.94168  3.12693  -4.60062
H  2.24573  3.41323  -3.14546
O  -4.54130  -1.44840  -3.12180
H  -5.00911  -0.68933  -2.77365
H  -4.21168  -1.15784  -3.97219
O  1.53395  -5.25879  0.97590
H  0.77174  -4.91470  0.51021
H  1.35711  -5.07067  1.89763
O  -2.55065  4.15107  2.12849
H  -2.89383  4.05462  1.24015
H  -3.17962  4.72336  2.56792
O  -1.66078  -4.63301  -3.57454
H  -1.08532  -4.19424  -4.20109
H  -1.36637  -5.54380  -3.57533
O  2.07886  0.73827  4.29274
H  2.96266  0.68850  3.92852
H  2.18212  0.48162  5.20909

---

(7)
Below is a molecular structure, C24H43BiCl2N4O4SSi at a distorted geometry, with properties calculated with ωB97M-V with the def2-TZVPD basis set.

Output
E_HOMO: -7.6 eV
Net charge: 0
Energy above the lowest of the compared OMol25 structures with the same formula, charge and spin: 0.2767 eV

Positions of all 80 atoms, in Å:
C  3.81431  -1.23050  -0.22993
C  3.42496  -0.31851  -1.35334
H  4.39219  -2.08893  -0.58582
H  2.92057  -1.59266  0.29940
H  4.43708  -0.69289  0.50310
C  3.86861  -0.40481  -2.61600
C  4.83522  -1.41884  -3.12675
H  3.54260  0.33751  -3.35531
H  4.96519  -2.26630  -2.44866
H  5.81970  -0.97036  -3.30685
H  4.48906  -1.80401  -4.09276
Bi  -0.68706  0.16598  0.59611
Cl  0.10371  -1.92825  1.67248
C  -0.90257  3.06320  -1.15576
O  -1.37655  1.89492  -1.14017
N  -1.41103  4.02745  -1.91671
C  -2.59006  3.78244  -2.74048
C  -0.74663  5.31588  -2.06335
H  -0.04516  3.36075  -0.52158
H  -3.07653  2.86315  -2.40736
H  -2.30430  3.69592  -3.79805
H  -3.26982  4.63424  -2.63472
H  0.02779  5.40921  -1.29350
H  -1.48101  6.12435  -1.95297
H  -0.27415  5.40455  -3.05267
H  -5.16562  1.74514  2.71543
H  -4.16044  1.51822  5.14714
C  -5.05310  0.65029  2.73359
C  -3.83351  0.49952  4.90504
N  -3.84366  0.29591  3.46043
H  -4.96786  0.27859  1.70939
C  -2.78894  -0.20107  2.83316
O  -2.78163  -0.38789  1.57447
H  -2.81672  0.34339  5.27827
H  -1.90486  -0.41354  3.45723
H  -5.91318  0.20116  3.24441
H  -4.51001  -0.21121  5.39755
H  1.41908  -2.55999  -1.54239
H  1.30666  -1.25879  -4.09897
C  0.45171  -2.93649  -1.90819
C  0.33488  -1.77463  -4.10519
N  -0.18757  -1.92915  -2.75485
H  -0.19140  -3.17363  -1.05610
C  -1.12315  -1.10803  -2.29098
O  -1.56469  -1.16087  -1.10418
H  -0.38232  -1.18802  -4.68885
H  -1.51022  -0.36329  -3.00786
H  0.63148  -3.82411  -2.52570
H  0.47018  -2.76415  -4.55396
O  1.24375  -0.06654  -0.74093
C  2.35968  0.69936  -0.95556
C  1.38301  1.68264  -3.09054
C  2.14951  1.85408  -1.94325
H  0.86113  0.73418  -3.22487
C  1.29895  2.70902  -4.03606
H  2.73089  1.13811  -0.01103
C  2.76822  3.08287  -1.69173
H  0.70306  2.55702  -4.94112
C  1.98495  3.90995  -3.82373
C  2.69903  4.10603  -2.63992
H  3.32158  3.20339  -0.75297
H  1.95239  4.69879  -4.58411
H  3.20700  5.05420  -2.45150
Si  0.15685  -4.16750  4.17933
Cl  1.85739  -4.00945  2.90976
C  -1.28629  -4.90389  3.24104
C  -0.16691  -2.53934  5.03767
C  0.70016  -5.45748  5.46599
H  -1.42609  -4.41199  2.27294
H  -2.21037  -4.80203  3.82493
H  -1.11134  -5.97403  3.07677
H  0.81278  -6.44510  4.99390
H  -0.02282  -5.56008  6.28620
H  1.67216  -5.18845  5.90420
H  -0.30698  -1.73361  4.31119
H  0.68246  -2.28193  5.68081
H  -1.06289  -2.61146  5.66556
S  -3.72350  3.74998  1.90769
C  -2.33683  2.95243  1.98050
N  -1.28222  2.37995  2.05163